Entry from the OMol25 dataset: a cluster of 12 separate species, C51H117O41P5 in total at a distorted geometry (ωB97M-V/def2-TZVPD).

Each line ends with the Löwdin charge.
Positions of all 214 atoms, in Å:
C 4.74997 -4.63245 4.12964  -0.059
C 5.89336 -5.36625 3.37653  -0.321
O 7.04226 -4.63412 3.51277  -0.166
P 8.21138 -4.91296 2.41967  0.433
O 7.89683 -5.95396 1.44368  -0.211
O 8.56631 -3.50497 1.80789  -0.164
C 8.85925 -2.36229 2.62314  -0.287
C 7.62285 -1.56938 2.57684  -0.081
O 9.52837 -5.24890 3.28676  -0.185
C 10.64785 -5.79493 2.57745  -0.268
C 10.71868 -7.30972 2.78551  -0.076
H 4.59454 -3.63053 3.72950  0.071
H 3.81867 -5.19536 4.06707  0.070
H 4.86581 -4.65102 5.21331  0.071
H 6.04433 -6.34675 3.82811  0.121
H 5.53454 -5.56947 2.36755  0.114
H 9.13351 -2.47379 3.67217  0.122
H 9.75501 -1.86212 2.25497  0.124
H 7.37996 -1.57674 1.51427  0.087
H 6.85009 -2.14469 3.08670  0.070
H 7.69132 -0.53358 2.90928  0.088
H 10.52538 -5.61371 1.50962  0.106
H 11.60671 -5.32240 2.79049  0.118
H 11.65866 -7.69064 2.38622  0.073
H 10.62778 -7.57352 3.83919  0.075
H 9.95286 -7.92985 2.31963  0.073
C -8.34307 7.06346 3.06336  -0.063
C -8.80167 6.69792 1.67034  -0.275
O -8.53174 7.88537 0.90177  -0.194
P -9.13080 7.84453 -0.62218  0.475
O -10.58790 7.64617 -0.56942  -0.226
O -8.62830 9.22823 -1.29093  -0.169
C -8.82714 9.50018 -2.64818  -0.279
C -10.08562 10.42014 -2.69693  -0.071
O -8.24927 6.77934 -1.42610  -0.179
C -8.64385 5.46315 -1.45264  -0.302
C -7.34884 4.62689 -1.24124  -0.057
H -7.31630 7.42901 3.07835  0.081
H -9.00462 7.85664 3.41166  0.083
H -8.37241 6.21130 3.74236  0.076
H -8.16214 5.95616 1.19193  0.095
H -9.82914 6.36098 1.53289  0.118
H -8.02444 10.09577 -3.08299  0.114
H -8.91664 8.70435 -3.38760  0.116
H -10.96799 9.94205 -2.27156  0.073
H -9.90602 11.44605 -2.37546  0.073
H -10.28943 10.65191 -3.74232  0.065
H -9.44492 5.20639 -0.75949  0.113
H -9.03335 5.25164 -2.44846  0.121
H -6.73709 4.49146 -2.13315  0.073
H -6.74706 5.00891 -0.41660  0.069
H -7.67280 3.62751 -0.95073  0.071
C 2.22798 1.56258 -2.59064  -0.089
C 1.04393 2.18048 -1.85253  -0.272
O 0.09781 1.23460 -1.41297  -0.175
P 0.60018 -0.04955 -0.56721  0.482
O 1.56528 0.26575 0.50174  -0.228
O 1.08886 -1.06989 -1.75501  -0.186
C 1.79827 -2.24557 -1.43216  -0.315
C 3.29622 -2.15518 -1.63401  -0.062
O -0.74843 -0.77682 -0.02958  -0.172
C -1.54704 -0.08676 0.95213  -0.302
C -1.12974 -0.30910 2.33744  -0.087
H 2.12515 0.92272 -3.46706  0.083
H 2.76779 2.41560 -3.00181  0.081
H 2.73297 0.95320 -1.84114  0.052
H 1.33720 2.71171 -0.94706  0.122
H 0.69368 2.87282 -2.61809  0.117
H 1.56480 -2.65045 -0.44745  0.117
H 1.39870 -3.01946 -2.08755  0.117
H 3.56420 -1.34166 -0.95986  0.072
H 3.78662 -3.10426 -1.41754  0.083
H 3.43039 -1.88072 -2.68032  0.080
H -1.55978 0.97808 0.71965  0.114
H -2.58952 -0.37089 0.80855  0.122
H -1.04655 -1.38895 2.46035  0.088
H -0.14391 0.11388 2.53067  0.072
H -1.82440 0.19928 3.00610  0.088
C 4.82975 -10.63073 -5.08781  -0.057
C 5.03531 -9.25453 -5.82171  -0.249
O 3.79247 -8.79414 -6.31575  -0.202
P 3.17293 -9.34497 -7.73580  0.552
O 4.04332 -9.18441 -8.93187  -0.238
O 2.73815 -10.89912 -7.37754  -0.220
C 2.22955 -11.67311 -8.36406  -0.323
C 2.07228 -13.03823 -7.63043  -0.053
O 1.73517 -8.57037 -7.84626  -0.190
C 1.74590 -7.15246 -7.94581  -0.260
C 1.71308 -6.71937 -9.45481  -0.071
H 4.15660 -11.33014 -5.58359  0.051
H 5.75767 -11.14259 -4.83273  0.072
H 4.33967 -10.36589 -4.15091  0.071
H 5.45815 -8.52942 -5.12634  0.117
H 5.69374 -9.37252 -6.68232  0.107
H 1.23846 -11.30432 -8.62834  0.120
H 2.91519 -11.73926 -9.20883  0.120
H 1.76166 -13.84261 -8.29720  0.071
H 3.01642 -13.28257 -7.14360  0.075
H 1.24687 -12.87544 -6.93739  0.076
H 0.86527 -6.76628 -7.43254  0.114
H 2.61303 -6.65978 -7.50598  0.110
H 2.67311 -6.62885 -9.96299  0.065
H 1.15867 -7.40549 -10.09510  0.075
H 1.36491 -5.68716 -9.49227  0.066
C -15.34988 -1.65042 0.99659  -0.046
C -14.74595 -0.35310 0.37034  -0.305
O -13.63545 0.06893 1.04985  -0.173
P -13.71706 1.39635 1.91372  0.517
O -14.23415 2.62160 1.22776  -0.233
O -14.64452 0.87674 3.13856  -0.190
C -14.81816 1.75920 4.26146  -0.271
C -16.23779 2.36764 4.48163  -0.054
O -12.16837 1.43876 2.53540  -0.173
C -11.62965 0.33890 3.11918  -0.352
C -10.72822 0.83801 4.24314  -0.070
H -15.61717 -1.46710 2.03729  0.064
H -16.27862 -2.02710 0.56804  0.072
H -14.57021 -2.41058 0.94778  0.073
H -14.44524 -0.45120 -0.67275  0.121
H -15.49874 0.42625 0.25192  0.113
H -14.50016 1.20400 5.14392  0.112
H -14.06546 2.54230 4.35257  0.108
H -16.33428 2.87220 5.44299  0.075
H -16.55555 3.05572 3.69825  0.073
H -16.90350 1.50711 4.41501  0.070
H -12.26890 -0.49427 3.41124  0.124
H -10.87002 -0.07117 2.45368  0.118
H -9.81752 1.29429 3.85515  0.075
H -11.20914 1.61139 4.84206  0.074
H -10.41875 -0.03830 4.81270  0.078
C 16.04573 -1.93429 -5.42553  -0.085
O 15.14395 -2.89988 -4.94781  -0.022
C 13.98361 -2.42769 -4.33133  -0.495
O 13.89317 -1.32367 -3.77378  0.090
O 12.97887 -3.29858 -4.49149  -0.002
C 11.71759 -3.18741 -3.90080  -0.053
H 15.65836 -1.01202 -5.85851  0.099
H 16.74159 -2.32420 -6.16839  0.090
H 16.70812 -1.68535 -4.59647  0.092
H 10.96800 -3.55658 -4.60076  0.098
H 11.51558 -2.15466 -3.61668  0.093
H 11.59826 -3.79596 -3.00441  0.094
C -3.33261 3.84454 7.81360  -0.029
O -1.96954 3.71842 7.42758  0.016
C -1.44000 4.52910 6.57423  -0.653
O -2.07556 5.40250 6.00765  0.105
O -0.21192 4.10616 6.32504  0.007
C 0.33579 4.57721 5.07769  -0.021
H -3.56491 4.66388 8.49391  0.096
H -3.55204 3.00565 8.47406  0.093
H -3.93629 3.87695 6.90661  0.101
H 1.22615 4.03624 4.75721  0.097
H 0.52894 5.63936 5.22813  0.095
H -0.47116 4.54561 4.34561  0.093
C 5.01626 6.87057 0.72695  -0.049
O 3.99970 7.84830 0.63033  -0.014
C 4.13214 9.11259 1.08419  -0.557
O 5.16758 9.71182 1.43854  0.084
O 2.95708 9.68834 0.90936  0.001
C 2.72369 11.02002 1.38452  -0.031
H 5.73829 7.21936 -0.01137  0.091
H 4.72912 5.86832 0.40894  0.096
H 5.63199 6.94279 1.62348  0.097
H 1.77897 11.39691 0.99265  0.092
H 3.55183 11.70398 1.19884  0.096
H 2.50828 11.00940 2.45297  0.094
C 8.40511 1.98990 -4.86450  -0.092
O 7.52029 2.58323 -5.78909  -0.011
C 7.30194 1.78373 -6.93342  -0.477
O 7.75217 0.62516 -7.16025  0.061
O 6.44255 2.37872 -7.76095  -0.012
C 5.90305 1.65791 -8.87968  -0.026
H 8.69683 2.70436 -4.09473  0.093
H 9.28361 1.47933 -5.25901  0.094
H 7.95737 1.19947 -4.26213  0.090
H 6.77404 1.09120 -9.20880  0.089
H 5.47057 2.22256 -9.70564  0.095
H 5.13284 0.95765 -8.55638  0.097
C 5.36108 -0.15271 7.68102  -0.040
O 6.71898 -0.44298 7.91699  -0.014
C 7.15175 -1.58718 8.44774  -0.595
O 6.44241 -2.44944 8.90382  0.116
O 8.49741 -1.52511 8.48607  -0.013
C 9.24200 -2.47152 9.34139  -0.004
H 4.81097 -0.85977 8.30194  0.089
H 5.08995 -0.23992 6.62889  0.097
H 5.15946 0.83254 8.10142  0.096
H 8.63672 -2.89192 10.14450  0.094
H 10.16287 -1.94877 9.59992  0.089
H 9.61453 -3.28802 8.72279  0.086
C -5.79622 -6.18092 6.77196  -0.039
O -4.65947 -6.19798 5.89529  -0.027
C -4.84117 -6.02324 4.55429  -0.586
O -5.94029 -5.81212 4.02962  0.090
O -3.70277 -6.18822 3.95108  0.014
C -3.59897 -6.03389 2.53820  -0.026
H -6.40739 -7.00846 6.41175  0.092
H -6.35214 -5.24463 6.72280  0.096
H -5.48683 -6.48397 7.77224  0.093
H -4.05211 -5.06959 2.30818  0.099
H -4.00003 -6.84588 1.93163  0.099
H -2.54177 -5.99737 2.27535  0.093
C -3.06748 8.83570 -5.15798  -0.016
O -2.70762 8.29422 -3.87182  0.019
C -2.87689 8.97224 -2.78797  -0.581
O -3.26453 10.15357 -2.71097  0.079
O -2.51633 8.15264 -1.75944  -0.025
C -2.75692 8.50368 -0.39673  -0.033
H -4.13597 8.66919 -5.29473  0.097
H -2.48607 8.31389 -5.91809  0.094
H -2.92452 9.90397 -5.32065  0.094
H -2.01858 8.12878 0.31208  0.096
H -3.76850 8.16860 -0.16756  0.092
H -2.85885 9.58839 -0.43013  0.085

The calculation puts the HOMO-LUMO gap at 0.3826 Eh. Its energy relative to the best compared isomer or geometry (same formula, charge and spin) is 6.920 eV. Its structure (SMILES) is CCOP(=O)(OCC)OCC.CCOP(=O)(OCC)OCC.CCOP(=O)(OCC)OCC.CCOP(=O)(OCC)OCC.CCOP(=O)(OCC)OCC.COC(=O)OC.COC(=O)OC.COC(=O)OC.COC(=O)OC.COC(=O)OC.COC(=O)OC.COC(=O)OC.